DFT (ωB97M-V with the def2-TZVPD basis set) results for a structure of composition C24H36F17IN3O5S2 at a distorted geometry.

The value obtained for the energy is -4268.13749 a.u. The orbital gap comes out at 7.4 eV. The net charge is -1.

Last column: Mulliken charge in e.
CARTESIAN COORDINATES (ANGSTROEM)
I: -0.994 -5.846 3.088  -0.03
S: -1.932 -3.109 -0.561  1.07
S: -0.504 -1.294 -2.211  1.07
F: -3.327 5.662 0.746  -0.20
F: -0.875 7.197 0.721  -0.31
F: 2.082 -1.069 1.410  -0.37
F: 0.193 -0.045 0.662  -0.21
F: 1.981 5.038 -0.042  -0.30
F: 0.578 2.557 -0.428  -0.10
F: -0.276 5.766 3.527  -0.32
F: 2.777 2.724 -0.985  -0.34
F: -2.781 6.819 2.615  -0.24
F: 1.782 4.133 3.359  -0.33
F: 1.222 6.736 2.122  -0.29
F: -2.609 4.461 2.527  -0.20
F: -0.002 3.215 2.289  -0.25
F: 2.223 1.378 2.342  -0.29
F: -0.886 5.027 0.032  -0.22
F: 3.353 4.033 1.478  -0.29
F: 3.737 1.129 0.653  -0.31
O: -3.040 -3.038 -1.604  -0.66
O: -1.608 -0.378 -1.675  -0.66
O: -0.882 -1.622 -3.641  -0.67
O: -2.288 -2.279 0.669  -0.64
O: -3.479 -4.830 1.698  -0.47
N: 3.413 -8.968 3.555  0.10
N: -0.381 -2.666 -1.198  -0.41
N: -3.184 6.526 -4.090  0.10
C: -2.270 -5.092 1.473  0.31
C: 0.285 5.653 2.202  0.29
C: 5.143 -7.963 5.149  -0.96
C: -5.215 8.079 -4.153  -0.97
C: 2.444 -7.877 3.617  -0.36
C: -3.323 5.767 -5.329  -0.70
C: -3.698 7.892 -4.134  -0.68
C: 1.874 2.613 0.139  0.74
C: -2.769 4.512 -2.666  -1.47
C: 4.203 -9.109 4.774  -0.67
C: -1.701 -4.900 -0.014  -0.50
C: -2.402 5.676 1.844  0.57
C: 2.053 -0.601 -0.974  -1.19
C: -3.527 5.819 -2.859  -0.24
C: 1.423 -7.891 2.487  -0.44
C: 2.018 3.993 0.940  0.38
C: 1.050 -0.240 -2.173  -0.60
C: 0.994 4.208 2.154  0.80
C: 1.616 -0.065 0.470  0.99
C: 4.992 -7.894 1.854  -0.95
C: 2.328 1.299 0.931  0.43
C: 4.161 -9.094 2.308  -0.71
C: -4.699 5.190 -5.658  -0.97
C: -0.945 5.834 1.189  0.63
H: 5.932 -7.823 2.402  0.28
H: -5.370 5.950 -6.058  0.28
H: -5.458 9.126 -3.948  0.40
H: -2.605 4.940 -5.305  0.37
H: 1.607 -0.515 -3.151  0.37
H: -2.211 -5.584 -0.791  0.33
H: -4.604 5.615 -2.795  0.19
H: 1.883 -7.960 4.556  0.46
H: 5.249 -8.006 0.796  0.37
H: -5.638 7.842 -5.130  0.23
H: -0.582 -5.150 -0.069  0.29
H: 5.484 -8.090 6.180  0.40
H: -1.688 4.671 -2.710  0.28
H: 4.785 -10.037 4.724  0.34
H: 3.454 -9.338 1.508  0.37
H: -4.598 4.419 -6.428  0.37
H: -2.989 6.383 -6.171  0.35
H: -3.042 3.765 -3.417  0.43
H: 0.792 0.870 -2.274  0.23
H: -3.269 8.413 -4.997  0.35
H: -5.720 7.475 -3.396  0.27
H: -5.176 4.721 -4.794  0.25
H: -3.305 8.428 -3.262  0.38
H: 2.060 -1.756 -0.891  0.49
H: 3.510 -9.261 5.610  0.39
H: 4.456 -6.948 1.957  0.25
H: 6.034 -7.950 4.520  0.22
H: 1.885 -7.701 1.514  0.29
H: 4.656 -6.987 5.086  0.27
H: -3.006 4.087 -1.687  0.39
H: -3.281 6.460 -2.005  0.40
H: 0.896 -8.848 2.442  0.39
H: 2.937 -6.896 3.635  0.21
H: 4.813 -9.973 2.364  0.35
H: 3.106 -0.306 -1.295  0.37
H: 0.673 -7.101 2.651  -0.59

Cartesian forces (eV/Å) of the 6 atoms listed first:
I -1.80 1.50 -0.42
S -2.72 4.78 -0.51
S -6.88 1.01 -0.52
F 2.32 0.05 2.64
F -0.29 -3.06 1.08
F -0.66 2.26 -1.61

---

DFT (ωB97M-V with the def2-TZVPD basis set) results for a cluster of 12 separate species, C38H58Cl6O32S2 in total at a distorted geometry.

The value obtained for the energy is -7447.88578 a.u. Its structure (SMILES) is C[C@H]1COC(=O)O1.C[C@H]1COC(=O)O1.C[C@H]1COC(=O)O1.C[C@H]1COC(=O)O1.C[C@H]1COC(=O)O1.C[C@H]1COC(=O)O1.C[C@H]1COC(=O)O1.C[C@H]1COC(=O)O1.O=S1(=O)OCCO1.O=S1(=O)OCCO1.ClC(Cl)Cl.ClC(Cl)Cl. The orbital gap comes out at 9.7 eV.

Last column: Mulliken charge in e.
CARTESIAN COORDINATES (ANGSTROEM)
Cl: -5.806 1.366 -0.909  0.01
Cl: -4.749 3.343 -2.922  -0.10
Cl: -4.856 -4.001 1.795  -0.12
Cl: -6.904 4.097 -1.240  -0.11
Cl: -6.542 -4.215 -0.527  -0.13
Cl: -6.014 -1.555 0.505  0.03
S: -4.905 0.625 3.753  1.07
S: -1.000 0.938 -1.695  0.71
O: -2.901 -2.294 -2.724  0.13
O: -4.328 -3.587 -3.692  -0.36
O: -2.194 4.919 3.886  -0.66
O: 4.399 -0.262 -6.529  -0.59
O: 3.125 -5.301 -6.047  -0.66
O: 5.366 6.000 -0.056  -0.57
O: -5.490 1.139 2.548  -0.38
O: 0.728 -1.512 5.353  -0.33
O: 3.314 7.019 0.272  -0.38
O: 2.591 -0.748 4.434  -0.30
O: 1.443 -2.915 0.695  0.62
O: 4.312 -0.317 -0.276  -0.41
O: 3.948 1.222 -1.635  -0.34
O: -0.822 1.241 -0.118  -0.04
O: -3.851 4.531 2.405  -0.35
O: -3.508 -0.278 3.454  -0.12
O: 3.412 5.005 -0.485  -0.24
O: -0.020 -0.012 -2.129  0.11
O: -3.993 1.799 4.474  -0.34
O: 1.199 -4.424 2.236  -0.39
O: 4.375 -4.493 -4.300  -0.39
O: 0.819 -0.736 3.175  -0.02
O: -5.765 -0.066 4.757  -0.62
O: 2.133 -0.343 -6.367  -0.34
O: -2.499 0.160 -1.378  -0.23
O: -4.988 -1.506 -3.181  -0.63
O: -0.594 -3.142 1.594  -0.54
O: 3.252 1.127 -5.224  -0.47
O: -1.152 2.233 -2.402  -0.65
O: -1.738 4.164 1.718  -0.20
O: 5.047 -0.610 -2.415  -0.60
O: 2.409 -3.669 -4.737  -0.39
C: -4.248 5.969 0.550  -1.62
C: 2.976 -2.853 -3.698  1.08
C: -3.999 4.475 1.006  0.91
C: 4.253 -3.600 -3.209  0.07
C: 1.875 -2.575 -2.595  -0.82
C: 3.445 0.451 0.453  1.58
C: -4.153 -2.429 -3.205  0.41
C: 2.552 -4.457 1.862  0.46
C: 3.346 -4.497 -5.103  0.52
C: -1.315 0.171 0.678  0.58
C: 3.085 1.575 -0.562  1.18
C: 1.954 6.626 0.190  -0.23
C: -2.589 -0.045 4.523  -0.24
C: 2.851 -5.903 1.481  -1.75
C: -2.607 3.890 0.656  0.45
C: 1.551 2.738 -4.723  -1.51
C: 1.123 4.148 0.011  -0.27
C: -3.293 -4.488 -3.228  -0.50
C: -2.531 4.517 2.752  0.44
C: 1.558 -1.292 6.475  0.41
C: 1.326 -0.973 4.240  0.35
C: -1.505 -3.765 -1.513  -0.83
C: 4.431 -0.026 -1.520  0.50
C: 2.695 -3.528 0.653  0.17
C: -6.158 2.718 -1.997  -0.27
C: 3.338 0.117 -6.104  0.58
C: -2.638 1.415 4.750  0.01
C: 2.889 -0.803 5.830  -0.47
C: 1.573 -2.636 7.208  -1.47
C: -2.555 -0.346 -0.128  1.36
C: 4.150 6.013 -0.032  0.56
C: 0.585 -3.503 1.488  -0.11
C: 1.152 0.519 -5.914  -0.35
C: -2.144 -3.472 -2.832  0.14
C: 1.910 1.219 -4.800  1.89
C: 2.060 5.289 -0.542  0.07
C: -6.153 -3.251 0.894  -0.23
C: 3.986 0.883 1.816  -1.82
H: 1.030 -0.605 7.136  0.26
H: 0.330 -0.061 -5.494  0.20
H: 2.138 -6.431 0.849  0.39
H: 3.276 -1.887 -4.105  -0.39
H: -3.524 0.036 0.194  -0.66
H: 3.809 -6.064 0.986  0.44
H: 2.898 -6.545 2.361  0.40
H: 2.027 1.678 -0.804  -0.69
H: -3.703 -5.013 -2.366  0.29
H: -0.731 -3.007 -1.393  -0.32
H: -1.064 -4.750 -1.359  0.61
H: -2.870 -5.181 -3.956  0.38
H: -4.030 6.222 -0.487  0.33
H: -3.625 6.637 1.146  0.44
H: -1.590 -0.445 4.350  -0.12
H: 1.339 7.225 -0.481  0.31
H: 1.430 2.907 -3.653  0.06
H: 0.613 -2.958 7.611  0.35
H: 3.095 0.239 6.071  0.29
H: 0.804 3.228 -5.347  0.38
H: 3.430 2.544 -0.202  -0.14
H: 0.992 1.076 -6.836  0.36
H: -1.531 0.424 1.716  -0.26
H: 1.898 5.310 -1.620  0.33
H: 2.286 -1.821 -1.925  0.00
H: -6.956 -3.483 1.593  0.39
H: 0.178 4.522 0.405  0.56
H: 4.159 0.023 2.463  0.35
H: -2.049 1.906 3.976  -0.02
H: 5.133 -2.980 -3.042  0.37
H: 2.439 3.339 -4.920  0.45
H: -2.279 -3.626 -0.757  0.27
H: 2.519 -0.091 0.646  -0.46
H: 3.717 -1.505 5.930  0.36
H: 1.572 3.561 0.812  0.18
H: 4.859 1.529 1.718  0.42
H: 3.200 -4.125 2.673  0.29
H: 2.236 -2.633 8.073  0.41
H: -5.239 6.307 0.852  0.40
H: 3.168 1.405 2.314  0.36
H: 0.924 -2.118 -2.869  0.08
H: 3.968 -4.192 -2.340  0.06
H: -1.502 -3.279 -3.691  0.45
H: -4.758 3.761 0.687  0.08
H: 1.707 0.779 -3.824  -0.57
H: 2.954 -4.142 -0.209  -0.11
H: -2.338 1.730 5.750  0.38
H: -2.980 -0.532 5.417  0.40
H: -2.252 4.396 -0.242  0.37
H: 2.001 -3.423 6.586  0.32
H: -6.839 2.313 -2.745  0.42
H: 3.504 -2.869 0.969  0.14
H: -0.562 -0.617 0.696  -0.53
H: 1.537 6.469 1.185  0.30
H: 0.885 3.548 -0.868  -0.64
H: 1.687 -3.376 -1.880  0.43
H: -2.624 -1.427 -0.005  -0.23
H: -2.728 2.842 0.382  -0.80

Cartesian forces (eV/Å) of the 6 atoms listed first:
Cl 0.22 0.69 -0.11
Cl -0.02 -0.59 0.44
Cl 1.22 0.26 -0.01
Cl -0.38 0.09 0.56
Cl 0.14 0.00 -0.51
Cl 0.20 -0.28 0.29

---

DFT (ωB97M-V with the def2-TZVPD basis set) results for a structure of composition C14H22AsN3O3S4SbW at a distorted geometry.

As for the expectation value of S²: 0.7655. The value obtained for the energy is -5072.49291 a.u. Its relative energy (zero: lowest compared OMol25 entry of this formula, charge and spin) is 31.66 kcal per mole. The orbital gap (alpha / beta) comes out at 6.2 / 6.5 eV. The spin multiplicity is 2.

Last column: Mulliken spin population.
CARTESIAN COORDINATES (ANGSTROEM)
W: -0.389 -0.190 0.504  0.85
Sb: -1.561 -3.700 0.355  0.10
As: 1.976 -2.112 1.961  0.00
S: -2.882 -3.582 -1.390  0.05
S: 0.588 -2.385 -0.300  -0.02
S: -1.945 -1.387 1.657  0.00
S: 0.208 1.293 2.399  0.00
O: 1.966 1.199 -1.495  0.00
O: 1.569 -0.478 1.530  0.00
O: -1.153 -0.375 -1.193  -0.01
N: -1.854 1.528 0.365  -0.01
N: -1.221 3.313 3.276  0.00
N: -2.239 2.271 1.557  0.00
C: 0.691 2.953 -0.774  0.00
C: -3.376 1.948 -2.934  0.01
C: -1.865 0.212 -2.166  0.00
C: 2.549 -0.100 -1.707  0.00
C: -3.243 1.475 -4.245  0.00
C: 0.832 -3.452 2.765  0.00
C: -2.708 1.330 -1.912  0.01
C: -1.742 -0.324 -3.480  0.00
C: 3.373 -2.763 0.916  0.00
C: -2.387 0.355 -4.458  0.01
C: -2.711 1.826 -0.556  0.03
C: -1.249 2.331 2.362  0.01
C: 2.934 -1.411 3.507  0.00
C: 0.990 1.490 -0.732  0.01
H: 1.635 3.542 -0.918  0.00
H: -0.531 3.237 4.018  0.00
H: -2.015 3.989 3.225  0.00
H: -3.738 1.875 -5.112  0.00
H: -0.014 3.278 -0.009  0.00
H: 3.328 -2.180 4.167  0.00
H: 3.440 -0.061 -1.109  0.00
H: -4.016 2.793 -2.692  0.00
H: 1.831 -0.835 -1.439  -0.01
H: 3.788 -0.781 3.208  0.00
H: -3.409 2.639 -0.420  0.00
H: -1.207 -1.215 -3.547  0.00
H: 0.136 3.009 -1.706  0.00
H: 4.186 -3.115 1.558  0.00
H: 3.227 -3.638 0.219  0.00
H: 1.103 -3.437 3.853  0.00
H: 2.225 -0.778 4.064  0.00
H: -0.191 -3.068 2.643  -0.01
H: 0.928 -4.380 2.146  0.00
H: 3.674 -1.971 0.255  0.00
H: -2.371 -0.020 -5.493  0.00
H: 2.837 -0.149 -2.723  0.00

Cartesian forces (eV/Å) of the 6 atoms listed first:
W 1.83 0.07 1.14
Sb 0.60 0.69 0.43
As -0.30 1.01 0.40
S -0.46 0.12 -0.67
S -0.87 -0.29 0.54
S 0.17 -0.26 -0.08

---

> Among the records above, which one has the lowest energy?

C38H58Cl6O32S2